The following is a quantum chemistry calculation of a cluster of 2 separate species, C25H29F2N2O in total at a distorted geometry, from the Open Molecules 2025 dataset.

The calculation puts the energy above the lowest of the compared OMol25 structures with the same formula, charge and spin at 0.0 kcal/mol. The total charge is -1. Its orbital gap is 4.74 eV. Its total energy is -1354.5542 hartree. The LUMO energy is 1.357 eV.

Geometry (Å):
C  -4.73559  -0.75742  4.37767
C  -3.92968  -1.37384  3.22460
C  -3.79395  -2.89352  3.47212
C  -4.68360  -1.15513  1.90448
C  -2.56712  -0.67844  3.14055
C  -1.41249  -1.36615  3.25852
C  -0.13067  -0.73175  3.18220
C  1.02414  -1.45498  3.30177
C  2.36285  -0.87102  3.27858
C  2.68912  0.24724  4.05491
C  3.93511  0.82990  3.98002
F  4.21616  1.93953  4.71075
C  4.87998  0.29078  3.12675
C  4.59447  -0.82217  2.35618
F  5.53246  -1.33416  1.51987
C  3.34710  -1.40259  2.44183
C  -0.10003  0.67535  2.92038
C  -1.21099  1.42304  2.79889
C  -1.13061  2.93151  2.55027
C  -1.81667  3.25923  1.21652
C  0.33134  3.43221  2.49727
C  -1.85805  3.65914  3.68984
C  -2.52237  0.77582  2.92001
O  -3.54843  1.43422  2.83437
H  -4.90290  0.30455  4.20127
H  -5.70467  -1.24502  4.47328
H  -4.20088  -0.86198  5.32058
H  -3.24975  -3.38041  2.66340
H  -3.27503  -3.09762  4.40824
H  -4.77404  -3.36454  3.53395
H  -4.11593  -1.55331  1.06465
H  -5.65378  -1.64914  1.93026
H  -4.84491  -0.09210  1.72894
H  -1.42136  -2.42742  3.41795
H  0.94244  -2.52664  3.37815
H  1.96902  0.66126  4.73676
H  5.84928  0.74409  3.05813
H  3.10826  -2.23308  1.80319
H  0.86194  1.12954  2.79516
H  -2.86649  2.97029  1.24849
H  -1.76062  4.32677  1.00760
H  -1.34488  2.72205  0.39496
H  0.85622  3.21496  3.42710
H  0.87878  2.96927  1.67686
H  0.37053  4.51012  2.34631
H  -1.41742  3.40448  4.65255
H  -1.80271  4.73868  3.55801
H  -2.90800  3.37025  3.71489
C  1.58117  -5.56671  -2.72932
C  1.50647  -4.34963  -1.88715
C  1.36522  -4.30925  -0.52130
N  1.35223  -3.00574  -0.11981
C  1.48341  -2.30593  -1.24539
N  1.57755  -3.05580  -2.34301
H  1.49734  -6.46385  -2.11271
H  0.77375  -5.57633  -3.46405
H  2.53233  -5.60427  -3.26388
H  1.27852  -5.15673  0.14268
H  1.51194  -1.22266  -1.26837

---

The following is a quantum chemistry calculation of the molecule C25H29N5O3, from the Open Molecules 2025 dataset.

The calculation puts the energy above the lowest of the compared OMol25 structures with the same formula, charge and spin at 45.5 kcal/mol. The total charge is 0. Its orbital gap is 9.13 eV. Its total energy is -1469.5969 hartree. The LUMO energy is 0.693 eV.

Geometry (Å):
C  1.58071  -0.64387  -1.18486
N  0.23210  -0.63313  -1.69774
C  0.09650  -0.52785  -3.14317
C  0.58702  -1.76648  -3.81053
N  1.71394  -1.84224  -4.47925
C  1.82073  -3.13090  -4.88864
C  0.74384  -3.84491  -4.44913
N  -0.04412  -2.96908  -3.75883
C  -1.26826  -3.30600  -3.08617
C  -0.87542  -0.74748  -0.93854
O  -1.99496  -0.73587  -1.42711
C  -0.64570  -0.94738  0.54676
C  -1.99382  -0.91055  1.27413
C  -2.81747  -2.04939  0.66119
O  -2.31944  -3.14852  0.49784
N  -4.11840  -1.81857  0.41709
C  -4.69291  -0.49714  0.39623
C  -4.02999  0.32643  1.49193
N  -2.61859  0.39371  1.19256
C  -1.89206  1.42397  1.91200
C  -0.80461  2.03115  1.06053
C  -1.03657  2.26826  -0.28875
C  -0.04276  2.81866  -1.07713
C  1.18958  3.13600  -0.53510
C  1.42529  2.90762  0.81656
O  2.63958  3.29984  1.31777
C  3.22186  2.60375  2.34453
C  4.01180  3.32732  3.23253
C  4.67919  2.67506  4.25140
C  4.56485  1.30228  4.39632
C  3.78868  0.58173  3.50503
C  3.12018  1.22288  2.47833
C  0.42317  2.36380  1.61302
H  1.72586  -1.45087  -0.46622
H  1.82360  0.31133  -0.71012
H  2.26086  -0.80286  -2.02004
H  0.68936  0.31524  -3.50588
H  -0.96083  -0.35142  -3.35565
H  2.65992  -3.45751  -5.46872
H  0.47586  -4.87467  -4.56777
H  -1.06988  -3.71708  -2.09247
H  -1.88803  -2.42009  -2.95938
H  -1.81211  -4.04821  -3.67041
H  0.04241  -0.20479  0.94234
H  -0.22181  -1.94465  0.69142
H  -1.82205  -1.20122  2.33371
H  -4.59905  -2.55172  -0.08514
H  -5.77020  -0.57400  0.56351
H  -4.50285  -0.01771  -0.57149
H  -4.44431  1.33638  1.48774
H  -4.23367  -0.13516  2.47605
H  -2.59777  2.22020  2.17048
H  -1.46418  1.04558  2.85689
H  -1.99131  1.99803  -0.70911
H  -0.22459  2.99838  -2.12598
H  1.97615  3.56352  -1.13678
H  4.09154  4.39548  3.10421
H  5.28869  3.24301  4.93824
H  5.08286  0.79544  5.19609
H  3.70526  -0.49061  3.60270
H  2.52952  0.65442  1.77430
H  0.60681  2.20246  2.66669

---

The following is a quantum chemistry calculation of the molecule C25H29NO4 at a distorted geometry, from the Open Molecules 2025 dataset.

The calculation puts the energy above the lowest of the compared OMol25 structures with the same formula, charge and spin at 507.3 kcal/mol. The total charge is 0. Its orbital gap is 7.95 eV. Its total energy is -1324.9136 hartree. The LUMO energy is 0.363 eV.

Geometry (Å):
C  -1.27181  4.90592  -1.92752
O  -0.92660  3.37520  -2.14906
C  -1.43524  2.56498  -1.30321
C  -2.34182  2.83671  -0.23606
C  -2.51707  1.94232  0.65093
C  -2.11583  0.74610  0.45551
C  -2.42906  -0.36161  1.43600
O  -3.66645  -0.38972  2.05586
C  -1.40170  -1.40681  1.79027
C  -1.72460  -3.09159  1.41167
C  -0.52500  -3.78051  1.80794
C  -0.33183  -3.74151  3.16680
N  0.08384  -2.21625  3.70042
C  1.26652  -1.87400  3.73683
C  1.48144  -0.99424  2.45647
C  1.51012  0.18733  2.30481
C  1.62026  1.11223  1.14557
C  2.09314  0.34063  0.10142
C  2.19041  1.03728  -1.21616
C  2.47408  1.53238  -2.19756
C  2.21122  2.22105  -3.55484
C  2.30443  1.50009  -4.72583
O  2.11703  2.20713  -5.72655
C  2.51461  -1.13881  0.10739
C  2.14199  -1.77405  1.23425
C  -1.01743  -1.47865  3.30343
C  -1.38505  0.17033  -0.86518
O  -0.85259  -1.08333  -1.08300
C  -0.31735  -1.41777  -2.37547
C  -1.04275  1.24418  -1.73146
H  -0.91050  5.33996  -2.73935
H  -2.33996  5.11460  -2.02779
H  -0.76875  5.20439  -1.06417
H  -2.49603  3.87826  0.01229
H  -2.88337  2.10909  1.68955
H  -0.50697  -1.21200  1.41093
H  -1.99195  -3.20610  0.38977
H  -2.73054  -3.16530  2.04519
H  -0.85554  -4.96770  1.54160
H  0.26664  -3.66223  1.14646
H  0.61251  -4.43539  3.46392
H  -1.05050  -4.01222  3.75050
H  1.24461  -1.09091  4.63565
H  1.81886  -2.62574  4.00372
H  0.90316  0.75894  3.29231
H  1.39877  2.01315  0.91483
H  1.56772  3.23413  -3.28589
H  3.25869  2.92767  -3.57694
H  1.20141  0.92111  -4.62470
H  2.87208  0.83935  -4.72906
H  1.58564  2.95537  -5.87228
H  2.74325  -1.52107  -0.71490
H  2.50647  -2.78782  1.44498
H  -0.78465  -0.32171  3.66278
H  -2.01288  -2.01454  3.61518
H  -0.44773  -2.46439  -2.21408
H  -0.89288  -1.13999  -3.06738
H  0.52760  -0.94761  -2.36776
H  -0.54206  1.10369  -2.50906

---

Q: What is the orbital gap in the first record?
A: 4.74 eV